Entry 1:
Below is a molecular structure, C21H45N2P3RuSSe at a distorted geometry, with properties calculated with wB97M-V/def2-TZVPD.

The geometry in XYZ format:
```
74
Properties=species:S:1:pos:R:3:forces:R:3:lowdin_spin:R:1
Ru -0.333 -0.298 0.023 1.0 2.3 1.0 1.438
P -1.653 -0.778 1.807 -1.0 -0.4 1.2 0.041
P 0.748 -2.306 -0.171 1.2 -1.9 -0.5 0.078
P -2.088 -0.876 -1.332 -1.3 -0.7 -0.9 0.065
H 0.692 2.161 -1.029 -0.1 -0.4 0.0 0.018
C -0.302 1.705 -1.014 -0.6 0.6 0.9 0.136
C -1.003 1.803 0.224 0.2 0.6 -0.5 0.065
H -0.471 2.275 1.060 -0.4 -0.3 -0.4 0.008
C -1.235 -0.247 3.508 0.3 0.1 0.1 0.016
C -1.926 -2.569 2.138 -0.2 0.1 0.1 0.013
C -3.358 -0.078 1.786 0.1 -0.2 0.2 0.005
C 1.829 -2.069 -1.628 0.0 0.0 -0.1 0.055
C 1.985 -2.826 1.078 0.2 -0.1 0.3 0.010
C -0.057 -3.914 -0.561 0.0 0.0 0.1 0.002
C -3.322 0.453 -1.600 0.0 0.0 -0.1 0.020
C -3.223 -2.290 -0.985 0.1 0.0 -0.3 0.009
C -1.500 -1.245 -3.020 -0.3 0.0 -0.2 0.029
H -0.879 1.791 -1.945 0.2 -0.2 0.4 0.012
H -2.081 1.962 0.221 0.3 -0.2 0.0 0.004
H -1.189 0.848 3.556 0.1 -0.2 0.0 0.002
H -0.280 -0.674 3.833 -0.2 0.1 -0.1 0.001
H -2.014 -0.582 4.207 0.2 0.0 -0.3 0.002
H -0.966 -3.083 2.277 -0.2 0.1 0.0 0.000
H -2.488 -3.068 1.342 0.2 0.2 0.2 0.000
H -2.502 -2.657 3.070 0.1 -0.1 -0.2 0.003
H -3.286 1.010 1.676 -0.1 -0.2 0.1 0.001
H -3.824 -0.295 2.755 0.0 0.0 -0.3 0.002
H -4.000 -0.481 0.996 0.2 0.1 0.3 0.000
H 2.430 -2.967 -1.826 -0.1 0.2 0.0 0.009
H 2.486 -1.208 -1.451 0.0 -0.2 0.0 0.006
H 1.201 -1.853 -2.503 0.2 -0.2 0.2 0.002
H 2.416 -3.805 0.815 -0.2 0.3 0.0 0.000
H 1.530 -2.907 2.074 0.0 -0.1 -0.2 0.000
H 2.802 -2.093 1.121 -0.3 -0.2 -0.2 0.002
H 0.725 -4.681 -0.671 -0.2 0.3 0.0 0.000
H -0.628 -3.873 -1.496 0.1 0.1 0.2 0.000
H -0.729 -4.230 0.245 0.2 0.1 -0.2 0.000
H -4.022 0.112 -2.373 0.1 0.1 0.1 0.002
H -2.835 1.373 -1.932 -0.2 -0.1 0.0 0.000
H -3.884 0.662 -0.685 0.2 -0.1 -0.3 0.000
H -3.856 -2.408 -1.876 0.1 0.0 0.2 0.001
H -3.885 -2.109 -0.130 0.3 0.0 -0.3 0.000
H -2.681 -3.228 -0.820 -0.1 0.3 -0.1 0.000
H -2.385 -1.210 -3.671 0.4 -0.2 -0.1 0.003
H -1.035 -2.238 -3.083 -0.2 0.2 0.0 0.000
H -0.770 -0.497 -3.365 -0.5 -0.2 0.2 0.013
C 1.731 2.199 -4.629 0.2 -0.9 0.4 0.157
C 1.205 3.331 -3.990 -0.6 1.3 -0.1 0.082
C 1.111 4.544 -4.684 -0.1 -0.8 1.0 0.022
C 1.621 4.652 -5.985 0.1 -0.1 -0.2 0.184
C 2.258 3.551 -6.586 0.2 -0.9 0.3 0.010
C 2.326 2.329 -5.909 0.0 0.5 -0.8 0.088
Se 1.630 0.487 -3.808 0.2 1.5 -0.4 0.429
H 0.886 0.884 -2.536 0.6 -0.2 -0.8 0.030
H 0.854 3.244 -2.965 -0.1 0.2 -0.3 0.003
H 0.638 5.402 -4.201 0.2 -0.3 -0.2 -0.001
H 1.533 5.597 -6.530 0.1 -0.4 0.2 0.007
H 2.699 3.646 -7.582 -0.2 -0.1 0.4 -0.002
H 2.817 1.468 -6.359 -0.1 0.2 0.0 0.001
S 1.761 0.483 1.077 -0.3 -0.1 0.3 0.126
C 1.800 0.604 2.804 -0.2 -0.6 -4.2 0.455
N 1.437 1.744 3.410 -0.8 2.3 2.1 0.551
C 1.446 1.961 4.858 0.0 0.2 -0.1 0.057
C 2.520 1.117 5.515 0.5 0.2 0.1 0.010
C 2.512 -0.314 5.019 0.2 -0.1 -0.3 0.059
N 2.309 -0.382 3.568 0.9 -1.5 2.4 0.555
H 1.036 2.457 2.805 0.2 -0.1 0.2 0.012
H 0.458 1.711 5.277 0.0 0.1 -0.2 0.031
H 1.630 3.030 5.027 -0.2 -0.3 0.0 0.008
H 2.381 1.117 6.601 0.0 0.1 -0.2 -0.001
H 3.500 1.560 5.314 -0.1 0.0 0.0 0.000
H 1.722 -0.886 5.526 -0.1 -0.1 -0.2 0.031
H 3.466 -0.810 5.236 -0.2 0.0 0.0 0.013
H 2.560 -1.236 3.083 0.0 0.0 0.1 0.011
```
Positions in Å, forces in eV/Å.

Results
E_tot = -132088.4397 eV
Max |F| = 4.28 eV Å⁻¹
Frontier orbital gap (alpha / beta) = 6.37 / 5.13 eV
Relative energy (zero: lowest compared OMol25 entry of this formula, charge and spin) = 28.0 kJ/mol
Multiplicity = 6
⟨S²⟩ = 8.805
Charge = +3
HOMO energy (alpha / beta) = -13.478 / -16.853 eV

=====

Entry 2:
Below is 7 unconnected molecules or ions with the total composition C21H45O10P at a distorted geometry, with properties calculated with wB97M-V/def2-TZVPD.

The geometry in XYZ format:
```
77
Properties=species:S:1:pos:R:3:forces:R:3:lowdin_charge:R:1
C 0.934 -1.547 -7.975 5.0 0.7 -1.4 -0.167
O 0.634 -2.066 -6.765 -2.9 -1.5 5.3 -0.240
P 0.992 -1.304 -5.356 2.3 -0.2 -0.3 0.514
O 2.449 -1.145 -5.353 0.4 -0.2 0.3 -0.257
O 0.363 0.180 -5.305 -1.2 -1.8 0.6 -0.182
C 0.119 0.813 -4.026 7.1 -3.1 0.5 -0.061
O 0.488 -2.136 -4.024 -2.5 0.2 -4.1 -0.221
C 1.356 -2.277 -2.981 1.7 -0.9 3.2 -0.165
H 1.050 -2.339 -8.799 0.0 0.8 1.6 0.113
H 2.037 -1.072 -7.665 -2.6 -0.5 -2.2 0.146
H 0.169 -0.899 -8.295 -0.6 1.4 -0.5 0.060
H 1.094 1.231 -3.565 -1.6 -0.9 -0.9 0.122
H -0.487 0.379 -3.320 -0.8 -2.8 1.7 0.065
H -0.485 1.488 -4.236 -4.7 7.1 -2.4 0.007
H 1.253 -3.148 -2.239 -1.3 0.6 -1.5 0.110
H 1.102 -1.392 -2.303 1.8 -1.0 -1.0 0.073
H 2.344 -2.613 -3.390 -0.2 1.8 0.7 0.107
C 1.163 0.570 -0.691 2.9 -1.5 5.6 -0.004
C 0.254 0.750 0.592 2.8 3.4 3.2 -0.351
C -1.063 0.035 0.791 -1.0 2.3 -0.2 -0.004
O 0.692 1.467 1.548 -1.4 -2.2 -3.3 0.000
H 1.514 -0.479 -0.821 0.2 0.5 1.2 0.082
H 2.024 1.200 -0.933 -0.5 0.3 0.8 0.096
H 0.554 0.522 -1.409 -4.9 0.5 -6.1 -0.061
H -0.732 -0.925 0.839 0.4 -3.4 -0.2 0.052
H -1.850 0.172 0.038 0.6 -0.2 -0.3 0.090
H -1.604 0.201 1.744 0.9 0.6 -0.4 0.067
C -1.823 -0.015 4.562 4.3 0.0 -1.0 -0.013
C -1.146 -1.307 5.116 -1.1 -0.1 -0.4 -0.488
C -2.085 -2.414 5.584 -2.1 4.4 -0.4 -0.011
O 0.039 -1.418 5.291 0.4 0.4 -0.3 0.062
H -2.353 0.435 5.381 0.0 0.8 0.1 0.080
H -2.405 -0.048 3.685 -1.6 -1.0 -0.7 0.007
H -0.920 0.548 4.026 -1.6 -0.3 2.1 0.125
H -1.549 -3.190 5.926 1.8 -3.2 0.5 0.022
H -2.837 -2.585 4.745 0.6 -0.1 1.7 0.089
H -2.434 -1.926 6.581 -0.6 -0.8 -1.8 0.130
C -4.086 2.791 0.160 3.2 0.7 0.5 0.008
C -3.580 2.527 1.557 1.7 -1.2 1.9 -0.486
C -2.389 3.300 1.968 0.1 0.8 3.8 -0.036
O -3.949 1.658 2.338 -1.0 0.4 -1.3 0.044
H -3.384 2.478 -0.643 0.1 0.0 0.8 0.102
H -4.161 3.855 0.006 -1.0 0.3 -0.1 0.090
H -4.831 2.122 0.119 -3.7 -1.5 -0.9 0.041
H -1.848 3.092 3.028 -1.5 -0.1 -2.8 0.153
H -2.647 4.340 1.997 -0.3 0.9 0.1 0.074
H -1.758 3.270 1.167 2.4 -0.3 -1.9 0.037
C 4.891 3.664 -3.672 4.2 -1.7 2.5 -0.015
C 5.178 2.109 -4.010 0.7 2.4 1.5 -0.440
C 3.946 1.255 -4.022 0.2 -0.2 -2.5 -0.048
O 6.305 1.678 -4.209 -1.8 0.8 0.1 0.061
H 5.764 4.347 -3.674 -0.1 -0.9 -0.4 0.086
H 4.340 4.055 -2.826 0.1 -1.3 1.5 0.071
H 4.225 4.025 -4.281 -3.4 1.7 -4.7 -0.010
H 3.367 1.302 -3.090 -0.1 0.4 -0.6 0.062
H 4.433 0.284 -4.077 -0.8 -0.5 -0.3 0.070
H 3.358 1.489 -5.074 1.1 -0.7 3.0 0.159
C 3.282 -0.471 2.417 -0.4 -0.5 2.3 -0.038
C 3.643 0.204 3.847 -0.5 5.2 -2.2 -0.404
C 3.680 -0.540 5.172 3.0 2.0 -0.7 -0.023
O 3.765 1.476 3.811 -0.2 -4.6 0.6 -0.021
H 3.886 -1.464 2.285 -0.9 2.1 -0.3 0.088
H 3.158 0.345 1.521 0.5 -2.4 2.6 0.117
H 2.294 -0.853 2.884 0.7 0.4 -1.7 0.079
H 2.900 -1.055 5.568 -3.0 -1.4 0.2 0.027
H 4.009 0.123 6.005 -0.1 -0.1 -1.0 0.102
H 4.446 -1.270 5.015 0.8 -0.7 0.2 0.071
C -4.408 -3.549 1.578 -2.4 1.4 -2.8 -0.006
C -4.660 -2.050 1.749 3.8 2.5 -7.6 -0.401
C -5.010 -1.484 2.965 -4.3 0.2 3.9 -0.064
O -4.389 -1.209 0.741 -1.4 -4.4 4.4 -0.038
H -5.158 -4.173 2.034 -0.2 -0.2 0.2 0.079
H -3.500 -3.720 1.983 3.0 -0.7 1.9 0.034
H -4.237 -3.824 0.501 -0.7 0.5 0.9 0.107
H -5.969 -2.034 3.312 1.1 0.8 -0.4 0.141
H -5.238 -0.456 2.928 -0.7 1.3 -1.1 0.064
H -4.512 -1.366 3.899 1.7 -1.3 0.5 0.068
```
Positions in Å, forces in eV/Å.

Results
E_tot = -52261.5883 eV
Max |F| = 8.87 eV Å⁻¹
Frontier orbital gap = 9.15 eV
Relative energy (zero: lowest compared OMol25 entry of this formula, charge and spin) = 125.2 kJ/mol
Charge = 0
HOMO energy = -8.975 eV
SMILES = COP(=O)(OC)OC.CC(C)=O.CC(C)=O.CC(C)=O.CC(C)=O.CC(C)=O.CC(C)=O